Record 1
A 9-piece molecular cluster, C25H53NO12 overall in a non-equilibrium geometry, computed with ωB97M-V/def2-TZVPD.

```
91
Properties=species:S:1:pos:R:3
C 0.412 -0.809 -3.186
C 0.196 0.253 -2.001
C -0.754 1.458 -2.246
C -0.985 2.524 -1.116
C -0.280 2.441 0.300
C -0.530 3.567 1.440
C 0.812 4.206 2.035
C -1.419 4.820 0.902
C 0.652 1.196 0.549
O 1.325 1.051 1.800
C 1.178 -0.278 2.341
C -0.312 -0.471 2.912
C -1.209 -1.559 2.785
C -0.824 -2.883 1.985
C -1.681 -3.129 0.640
N -2.241 -1.898 0.018
C -2.539 -1.133 3.559
O -3.626 -1.708 3.724
O -2.255 0.201 4.048
C -0.941 0.700 3.792
O -0.381 1.740 4.173
C 0.858 0.150 -0.609
H 1.299 -1.511 -3.011
H 0.571 -0.284 -4.201
H -0.514 -1.494 -3.281
H -1.272 1.594 -3.262
H -1.719 3.376 -1.410
H -1.200 3.061 2.234
H 1.217 5.009 1.328
H 0.560 4.762 3.019
H 1.630 3.459 2.296
H -1.699 5.479 1.797
H -2.351 4.487 0.337
H -0.730 5.475 0.242
H 1.523 -1.119 1.655
H 1.869 -0.322 3.269
H 0.302 -2.863 1.734
H -0.980 -3.814 2.651
H -2.445 -3.944 0.858
H -0.946 -3.580 -0.135
H -3.171 -1.725 0.423
H -1.619 -1.083 0.104
H 1.562 -0.741 -0.437
C -4.542 3.879 -2.584
O -3.737 4.911 -2.037
H -3.926 2.988 -2.717
H -5.364 3.651 -1.901
H -4.938 4.193 -3.553
H -4.306 5.684 -1.929
C 4.265 -3.562 -2.933
O 3.025 -2.977 -3.305
H 4.823 -2.851 -2.325
H 4.084 -4.471 -2.353
H 4.842 -3.801 -3.830
H 2.553 -3.627 -3.843
C -4.844 -5.272 1.937
O -4.050 -4.242 2.507
H -4.223 -6.157 1.796
H -5.672 -5.514 2.608
H -5.232 -4.946 0.968
H -4.621 -3.471 2.621
C 7.697 -2.089 -4.773
O 7.427 -2.203 -3.384
H 7.557 -3.064 -5.241
H 7.010 -1.369 -5.225
H 8.730 -1.762 -4.923
H 7.558 -1.329 -2.996
C 3.491 6.574 3.167
O 3.223 5.180 3.125
H 3.492 6.965 2.150
H 2.714 7.080 3.748
H 4.470 6.747 3.623
H 3.228 4.861 4.036
C -2.304 -7.526 0.139
O -2.475 -6.135 -0.089
H -1.965 -7.675 1.165
H -3.255 -8.044 -0.006
H -1.554 -7.924 -0.550
H -2.774 -6.030 -1.001
C 0.532 -5.325 -2.553
O 0.167 -4.605 -3.722
H 1.595 -5.565 -2.605
H 0.342 -4.711 -1.669
H -0.045 -6.252 -2.496
H -0.775 -4.405 -3.652
C -0.115 8.345 2.066
O 0.849 7.648 1.291
H -0.057 7.995 3.097
H 0.094 9.418 2.037
H -1.116 8.149 1.674
H 0.777 7.976 0.386
```

Properties
Electronic energy = -1941.61276 a.u.
Net charge = 0
LUMO = -0.713 eV
Energy above the lowest of the compared OMol25 structures with the same formula, charge and spin = 153.9 kcal per mole

Atom charges from the Mulliken analysis, given in e for atoms 1 to 4: number 1, C, carries -0.901; number 2, C, carries 0.743; number 3, C, carries -0.866; number 4, C, carries -0.460

Record 2
C25H54F3N4O4P2RuS2Si2Te as an isolated structure, computed with ωB97M-V/def2-TZVPD.

```
98
Properties=species:S:1:pos:R:3
Ru 0.673 -0.443 0.963
C 1.030 5.194 1.741
N 0.917 3.738 1.707
C 0.690 3.131 3.021
P 0.283 3.014 0.389
O 0.634 1.558 0.385
O -1.300 3.211 0.363
P -2.438 2.263 1.071
O -1.822 1.201 1.876
N -3.364 3.263 1.977
C -3.232 3.339 3.426
C -4.100 4.361 1.370
N -3.290 1.815 -0.258
C -3.242 2.429 -1.574
C -4.515 1.061 0.010
N 0.768 3.785 -0.955
C 0.046 4.879 -1.591
C 2.163 3.648 -1.373
H 1.776 5.462 2.489
H 0.084 5.676 2.010
H 1.366 5.578 0.777
H 1.517 3.394 3.680
H 0.650 2.056 2.936
H -0.247 3.479 3.466
H -2.660 2.486 3.784
H -4.222 3.322 3.886
H -2.729 4.263 3.730
H -4.169 4.225 0.290
H -3.609 5.320 1.564
H -5.112 4.405 1.774
H -2.288 2.922 -1.738
H -4.050 3.158 -1.712
H -3.362 1.654 -2.332
H -4.445 0.559 0.978
H -4.642 0.293 -0.755
H -5.394 1.713 0.009
H -0.955 4.972 -1.177
H -0.035 4.689 -2.664
H 0.574 5.826 -1.450
H 2.632 2.806 -0.870
H 2.728 4.556 -1.143
H 2.202 3.476 -2.450
C 2.266 -6.861 1.280
Si 2.974 -5.339 0.463
C 4.463 -4.703 1.395
C 3.399 -5.667 -1.332
C 1.637 -3.992 0.523
Te 2.301 -2.199 -0.412
C 1.458 -2.581 -2.317
Si 2.089 -1.390 -3.650
C 3.941 -1.610 -3.784
C 1.234 -1.853 -5.245
C 1.708 0.394 -3.189
H 2.991 -7.679 1.258
H 1.360 -7.208 0.777
H 2.017 -6.668 2.326
H 5.208 -5.495 1.507
H 4.190 -4.366 2.398
H 4.946 -3.869 0.882
H 4.085 -6.514 -1.410
H 3.895 -4.808 -1.793
H 2.510 -5.910 -1.920
H 1.406 -3.729 1.558
H 0.702 -4.261 0.029
H 0.375 -2.596 -2.217
H 1.800 -3.589 -2.569
H 4.214 -2.662 -3.899
H 4.466 -1.222 -2.909
H 4.322 -1.075 -4.658
H 1.457 -2.884 -5.527
H 1.563 -1.207 -6.064
H 0.149 -1.756 -5.157
H 1.715 0.572 -2.113
H 0.736 0.707 -3.574
H 2.464 1.049 -3.627
C -2.850 -2.392 -1.786
C -2.133 -1.266 -2.165
C -1.112 -0.785 -1.353
C -0.793 -1.418 -0.148
C -1.525 -2.545 0.223
C -2.545 -3.024 -0.588
H -3.637 -2.778 -2.421
H -2.353 -0.772 -3.105
H -0.559 0.091 -1.675
H -1.310 -3.054 1.153
H -3.105 -3.898 -0.279
F 3.347 -1.037 2.301
C 2.642 0.003 1.791
F 2.512 0.907 2.781
F 3.461 0.586 0.866
C -3.573 -0.678 3.678
O -2.324 -1.163 3.159
C -1.216 -0.686 3.685
S -1.044 0.327 4.937
S 0.186 -1.478 2.910
H -4.337 -1.193 3.105
H -3.631 0.397 3.533
H -3.650 -0.911 4.739
```

Properties
<S²> = 6.019
Electronic energy = -4225.50921 a.u.
Net charge = +1
Spin multiplicity = 5
LUMO (alpha / beta) = -2.500 / -4.291 eV
Energy above the lowest of the compared OMol25 structures with the same formula, charge and spin = 0.0 kcal per mole

Atom charges from the Mulliken analysis, given in e for atoms 1 to 4: number 1, Ru, carries 0.499; number 2, C, carries -0.974; number 3, N, carries 0.600; number 4, C, carries -0.311

Record 3
A 3-piece molecular cluster, C25H54N2O5P overall in a non-equilibrium geometry, computed with ωB97M-V/def2-TZVPD.

```
87
Properties=species:S:1:pos:R:3
C 4.031 0.787 2.398
C 4.740 1.470 1.155
C 5.248 0.383 0.084
O 4.945 0.808 -1.288
P 3.328 0.457 -1.625
C 2.987 1.359 -3.254
C 2.087 2.648 -3.048
C 0.642 2.309 -2.472
C 0.267 3.117 -1.149
C -0.146 2.067 -0.008
C -0.958 2.712 1.177
C -2.498 2.980 0.880
C -3.090 2.196 -0.354
C -4.678 2.364 -0.494
C -5.469 1.415 0.503
C -6.734 0.710 -0.117
C -6.421 -0.364 -1.247
O -5.051 -0.765 -1.339
C -4.697 -1.675 -0.283
C 3.058 -1.347 -1.952
C 2.668 -2.146 -0.524
C 1.877 -1.223 0.575
O 1.232 -2.365 -0.291
H 4.455 1.232 3.348
H 2.921 0.990 2.366
H 4.193 -0.326 2.461
H 4.024 2.153 0.597
H 5.663 2.023 1.493
H 4.793 -0.632 0.290
H 6.372 0.350 0.153
H 2.459 1.062 -0.678
H 2.399 0.635 -3.886
H 3.936 1.591 -3.815
H 1.975 3.189 -4.034
H 2.635 3.335 -2.331
H -0.123 2.603 -3.251
H 0.562 1.192 -2.286
H 1.099 3.792 -0.800
H -0.630 3.771 -1.369
H -0.620 1.164 -0.479
H 0.849 1.708 0.423
H -0.502 3.697 1.505
H -0.900 2.015 2.071
H -2.667 4.094 0.767
H -3.062 2.676 1.818
H -2.635 2.645 -1.284
H -2.905 1.082 -0.288
H -4.898 3.428 -0.175
H -4.998 2.213 -1.560
H -4.716 0.706 0.958
H -5.847 2.046 1.368
H -7.270 0.170 0.723
H -7.452 1.467 -0.534
H -7.105 -1.252 -1.055
H -6.768 0.050 -2.244
H -5.369 -1.535 0.621
H -3.657 -1.366 0.049
H -4.761 -2.758 -0.576
H 4.059 -1.807 -2.181
H 2.249 -1.602 -2.683
H 3.430 -2.920 -0.118
H 1.901 -1.533 1.656
H 1.144 -0.489 0.147
C -7.588 -5.344 -2.292
C -7.988 -4.829 -0.935
O -8.654 -3.813 -0.797
N -7.585 -5.530 0.159
C -6.799 -6.746 0.209
H -7.983 -4.679 -3.058
H -6.501 -5.367 -2.382
H -8.002 -6.341 -2.454
H -7.892 -5.123 1.030
H -7.383 -7.516 0.716
H -5.894 -6.550 0.788
H -6.524 -7.096 -0.783
C 8.120 0.466 4.192
C 8.090 1.523 3.121
O 7.236 2.403 3.100
N 9.047 1.484 2.157
C 10.134 0.536 2.005
H 7.296 0.632 4.884
H 8.004 -0.525 3.748
H 9.056 0.521 4.750
H 8.960 2.225 1.477
H 11.077 1.084 2.030
H 10.034 0.047 1.034
H 10.133 -0.216 2.790
```

Properties
Electronic energy = -1811.61254 a.u.
Net charge = +1
LUMO = -2.848 eV

Atom charges from the Mulliken analysis, given in e for atoms 1 to 4: number 1, C, carries -1.035; number 2, C, carries 0.229; number 3, C, carries -0.522; number 4, O, carries -0.441

Record 4
A 3-piece molecular cluster, C25H55BN7O6P3 overall in a non-equilibrium geometry, computed with ωB97M-V/def2-TZVPD.

```
97
Properties=species:S:1:pos:R:3
C 4.641 0.029 0.637
C 5.368 -0.924 -0.325
P 4.764 -0.668 -2.066
C 6.156 -1.121 -3.171
C 4.461 1.157 -2.165
C 3.219 1.676 -2.232
C 1.974 0.837 -2.257
C 0.944 1.150 -1.180
C -0.145 2.191 -1.330
N 1.015 0.442 -0.125
C 3.108 3.165 -2.322
O 2.025 3.734 -2.323
C 4.325 4.006 -2.462
C 5.562 3.504 -2.409
B 6.809 4.464 -2.603
O 6.880 5.174 -3.802
O 7.795 4.656 -1.674
C 8.912 3.758 -1.846
C 5.679 2.032 -2.175
O 6.791 1.555 -1.988
H 3.574 0.056 0.411
H 5.004 1.048 0.503
H 4.810 -0.279 1.666
H 6.428 -0.665 -0.289
H 5.213 -1.964 -0.052
H 7.107 -0.659 -2.908
H 5.932 -0.882 -4.208
H 6.314 -2.196 -3.093
H 2.209 -0.214 -2.159
H 1.477 0.938 -3.228
H -1.125 1.712 -1.332
H -0.094 2.900 -0.508
H -0.046 2.744 -2.257
H 0.262 0.715 0.508
H 4.174 5.067 -2.619
H 6.454 6.030 -3.694
H 8.904 3.303 -2.836
H 9.846 4.286 -1.685
H 8.816 2.973 -1.101
O -4.155 1.760 -1.732
P -5.494 1.074 -1.708
N -5.203 -0.190 -2.851
C -6.214 -0.935 -3.579
C -4.092 -1.079 -2.517
N -6.427 2.340 -2.435
C -7.125 2.163 -3.694
C -5.836 3.675 -2.391
N -6.939 0.347 -1.033
C -7.928 1.255 -0.413
C -6.572 -0.631 0.026
H -6.789 -1.624 -2.944
H -5.731 -1.534 -4.354
H -6.911 -0.294 -4.106
H -4.390 -1.874 -1.818
H -3.271 -0.523 -2.066
H -3.700 -1.557 -3.416
H -6.445 1.952 -4.528
H -7.690 3.066 -3.938
H -7.879 1.376 -3.622
H -5.069 3.817 -3.161
H -5.386 3.872 -1.421
H -6.615 4.428 -2.538
H -7.476 1.925 0.322
H -8.697 0.662 0.087
H -8.446 1.854 -1.155
H -6.074 -0.148 0.872
H -5.903 -1.399 -0.365
H -7.460 -1.144 0.394
O 1.871 -4.430 3.743
P 0.610 -3.650 3.994
N 1.155 -2.059 3.612
C 0.545 -0.818 4.047
C 1.672 -1.893 2.251
N 0.524 -3.882 5.711
C 0.580 -2.774 6.644
C 1.289 -5.005 6.243
N -1.097 -3.249 3.932
C -2.020 -4.089 4.724
C -1.586 -3.324 2.530
H -0.423 -0.616 3.565
H 1.209 0.014 3.803
H 0.408 -0.770 5.122
H 0.871 -1.721 1.522
H 2.232 -2.773 1.936
H 2.354 -1.044 2.197
H 1.529 -2.226 6.592
H 0.455 -3.139 7.667
H -0.254 -2.086 6.492
H 2.356 -4.774 6.342
H 1.188 -5.883 5.610
H 0.904 -5.280 7.229
H -1.887 -5.155 4.528
H -3.051 -3.820 4.481
H -1.909 -3.916 5.789
H -1.516 -4.339 2.127
H -1.011 -2.663 1.879
H -2.625 -3.000 2.472
```

Properties
Electronic energy = -2869.18715 a.u.
Net charge = 0
LUMO = -1.384 eV

Atom charges from the Mulliken analysis, given in e for atoms 1 to 4: number 1, C, carries -0.786; number 2, C, carries -0.498; number 3, P, carries 0.052; number 4, C, carries -1.178